No. 1
205
Properties=species:S:1:pos:R:3:mulliken_charge:R:1 method="wB97M-V/def2-TZVPD" total_energy_ev=-92027.050 homo_lumo_gap_ev=8.522 relative_energy_ev=1.0773 total_charge=0 smiles=CC1(C)CCCC(C)(C)N1O.CC1(C)CCCC(C)(C)N1O.CC1(C)CCCC(C)(C)N1O.CC1(C)CCCC(C)(C)N1O.COC[C@H](C)N.COC[C@H](C)N.COC[C@H](C)N.COC[C@H](C)N.COC[C@H](C)N lumo_ev=0.299
C 7.14038 -31.87967 20.84651 -1.676
C 8.07230 -30.71765 20.40122 1.032
C 7.82558 -30.57854 18.87521 -1.381
C 7.65733 -29.39964 21.09177 0.377
C 7.94658 -29.39680 22.60411 -0.915
C 9.41801 -29.81451 22.89078 -1.070
C 9.88827 -31.06165 22.09790 1.119
C 11.42917 -30.97961 22.18056 -1.869
C 9.57154 -32.42912 22.71380 -1.593
N 9.47944 -30.85062 20.72065 0.989
O 10.19222 -31.69059 19.80592 -0.539
H 7.57787 -32.86233 20.66784 0.233
H 6.93957 -31.75119 21.91465 0.395
H 6.13366 -31.84847 20.43015 0.400
H 8.40680 -31.33879 18.35515 0.545
H 6.78204 -30.69735 18.59505 0.284
H 8.19535 -29.60692 18.53687 0.002
H 8.25612 -28.58412 20.68200 0.027
H 6.60603 -29.22010 20.86138 -0.821
H 7.90832 -28.35781 22.93416 0.411
H 7.29442 -30.04484 23.18784 0.433
H 9.49798 -30.08935 23.94459 0.392
H 10.07065 -28.97512 22.66281 0.501
H 11.83800 -30.06813 21.73678 0.300
H 11.89822 -31.79292 21.62397 0.397
H 11.76174 -31.02410 23.21632 0.439
H 10.17988 -32.59005 23.60431 0.452
H 9.73926 -33.31136 22.09298 0.262
H 8.53239 -32.49840 23.04968 0.358
H 9.74481 -32.55034 19.90997 0.361
C 5.05833 -20.14509 14.99788 -2.023
C 3.61328 -20.53752 14.63544 1.847
C 3.19554 -19.73571 13.39129 -1.758
C 3.57343 -22.03801 14.29395 -0.739
C 2.18175 -22.63951 14.28401 -1.109
C 1.55892 -22.45112 15.66323 -0.163
C 1.49953 -20.95551 16.04478 1.522
C 0.30482 -20.35577 15.22701 -1.952
C 1.11709 -20.92506 17.53273 -1.465
N 2.77444 -20.30641 15.82347 0.903
O 2.71307 -18.93085 16.18434 -0.383
H 5.29874 -20.62278 15.95002 0.308
H 5.77300 -20.51419 14.26165 0.424
H 5.16966 -19.06961 15.12483 0.411
H 2.82892 -18.75302 13.70518 0.266
H 4.09422 -19.51848 12.80916 0.517
H 2.48272 -20.14494 12.67542 0.347
H 4.11287 -22.18007 13.35636 0.559
H 4.16080 -22.51194 15.08981 -0.194
H 1.59696 -22.14030 13.50146 0.480
H 2.10785 -23.67659 13.95024 0.212
H 2.11554 -22.98107 16.44039 -0.750
H 0.58211 -22.92542 15.55201 0.534
H -0.55907 -21.01777 15.17079 0.378
H 0.60456 -20.10810 14.20883 0.386
H -0.08608 -19.46651 15.73157 0.478
H 1.19051 -19.90110 17.90579 0.420
H 1.71792 -21.55110 18.18937 -0.173
H 0.06080 -21.19993 17.55372 0.447
H 2.16379 -18.57369 15.46448 0.279
C 0.90073 -30.42326 18.96426 -1.936
C 0.08095 -29.56358 17.98870 1.738
C -0.51786 -30.50206 16.88579 -1.347
C -1.08418 -29.00301 18.80647 -1.381
C -1.88749 -27.84798 18.20179 -0.880
C -0.96418 -26.79780 17.61912 -1.180
C 0.21427 -27.33748 16.78518 1.248
C -0.35126 -27.73399 15.38845 -1.801
C 1.20897 -26.19740 16.61036 -0.574
N 0.86714 -28.45002 17.49137 0.208
O 2.02928 -28.86754 16.80580 1.454
H 0.35498 -31.33682 19.20318 0.549
H 1.78784 -30.85165 18.47915 0.333
H 1.28335 -29.87441 19.82136 0.228
H -0.00152 -30.25740 15.95554 -0.016
H -0.24444 -31.53096 17.12234 0.496
H -1.59038 -30.44876 16.71225 0.284
H -1.76828 -29.79563 19.11950 0.338
H -0.70101 -28.62993 19.76517 0.364
H -2.65202 -28.18118 17.49404 0.381
H -2.45571 -27.47796 19.05886 0.462
H -0.54612 -26.23469 18.46298 0.351
H -1.49657 -26.05015 17.02813 0.455
H -1.26910 -28.31095 15.50653 0.370
H 0.37014 -28.35760 14.86128 0.121
H -0.59598 -26.83808 14.81781 0.449
H 1.87042 -26.06447 17.46697 -0.685
H 0.71475 -25.22390 16.51419 0.495
H 1.75579 -26.30735 15.67065 -0.002
H 2.71980 -28.70844 17.47063 -0.337
C 4.83476 -26.90114 21.07791 -1.818
C 3.87892 -26.50382 19.94011 2.239
C 2.51682 -27.06995 20.36799 -2.154
C 3.69446 -24.99945 19.79508 -1.785
C 4.78694 -24.28596 18.98159 -0.990
C 4.91369 -24.93993 17.60384 -0.855
C 5.23311 -26.43422 17.74271 2.307
C 5.05593 -27.03233 16.34842 -0.863
C 6.70066 -26.61752 18.16192 -2.414
N 4.24676 -27.07590 18.64826 1.394
O 4.39324 -28.47460 18.61818 -0.247
H 4.43313 -26.61186 22.04697 0.126
H 4.95270 -27.98572 21.10669 0.466
H 5.81956 -26.45702 20.91477 0.381
H 2.52333 -28.16291 20.34274 0.294
H 2.22058 -26.74726 21.36621 0.288
H 1.68114 -26.85195 19.69597 0.151
H 2.70965 -24.85491 19.35034 0.403
H 3.77173 -24.50086 20.76475 0.436
H 4.33625 -23.29518 18.86790 0.550
H 5.73661 -24.21758 19.51034 0.403
H 5.77702 -24.47138 17.12972 0.796
H 3.94764 -24.81770 17.11360 -0.439
H 4.00145 -26.96311 16.07049 -0.168
H 5.43546 -28.04811 16.24618 0.440
H 5.58985 -26.38758 15.65006 -0.204
H 7.38524 -26.07148 17.50887 0.449
H 7.04042 -27.65387 18.21350 0.053
H 6.89562 -26.17336 19.14310 0.477
H 5.18834 -28.66981 19.14880 -0.131
C 3.82508 -18.08794 18.97647 -0.572
O 3.92291 -18.72974 20.21488 -0.442
C 3.30484 -20.01178 20.22890 -0.264
C 3.67282 -20.73816 21.52168 0.273
C 3.37151 -22.22289 21.39186 -1.214
N 2.98131 -20.16769 22.70853 -0.827
H 4.54305 -18.46992 18.23711 0.205
H 4.18495 -17.06554 19.13159 0.358
H 2.82708 -18.06872 18.53498 0.206
H 2.22278 -19.87870 20.15136 0.218
H 3.73848 -20.59402 19.40783 0.185
H 4.73350 -20.61265 21.74309 0.441
H 3.37909 -22.63511 22.40206 0.429
H 4.12396 -22.78745 20.83617 0.091
H 2.41864 -22.43300 20.89942 0.336
H 3.33203 -19.21378 22.76889 0.342
H 2.00321 -20.05485 22.44570 0.295
C 2.98925 -27.22122 24.41433 -0.832
O 2.41004 -27.45583 25.65031 -0.371
C 1.20198 -28.18860 25.58797 -0.876
C 0.44381 -27.93084 26.88044 0.589
C 1.21930 -28.26426 28.14726 -1.430
N -0.78704 -28.77626 26.81671 -0.686
H 2.49185 -26.44832 23.80310 0.354
H 3.00301 -28.09851 23.75103 0.358
H 4.01358 -26.84205 24.44404 0.297
H 0.55899 -27.92056 24.73719 0.436
H 1.35646 -29.25444 25.36775 0.322
H 0.15377 -26.88071 26.90050 0.216
H 1.37659 -29.32468 28.37139 0.391
H 0.70053 -27.80911 28.98904 0.355
H 2.26328 -27.96368 28.02214 0.344
H -0.70322 -29.43717 26.04982 0.259
H -0.82309 -29.38808 27.62373 0.271
C 6.54027 -28.89825 11.69233 -0.808
O 5.80976 -27.67527 11.77542 -0.385
C 6.33886 -26.85729 12.81690 -0.175
C 5.84407 -25.43689 12.61878 0.062
C 6.42316 -24.51467 13.71043 -1.038
N 4.37276 -25.37474 12.62670 -0.421
H 7.54884 -28.65039 11.36698 0.404
H 5.95623 -29.53976 11.02865 0.224
H 6.49760 -29.49136 12.61426 0.265
H 5.90766 -27.28427 13.72952 -0.042
H 7.42526 -26.83631 12.95773 0.548
H 6.24148 -25.10271 11.65703 0.477
H 7.49676 -24.63203 13.85744 0.533
H 5.85563 -24.71001 14.62115 -0.018
H 6.27268 -23.46437 13.46150 0.244
H 4.04371 -25.93710 11.84504 0.373
H 4.11107 -25.93859 13.43758 -0.013
C 10.93996 -27.82757 19.13935 -0.441
O 11.61709 -26.57910 19.16134 -0.335
C 12.66093 -26.49991 18.21512 -0.568
C 13.25987 -25.09506 18.34011 0.354
C 14.40904 -24.81432 17.40099 -1.415
N 13.80389 -24.84685 19.68339 -0.693
H 10.02845 -27.78246 18.53714 0.074
H 10.69318 -28.00804 20.18518 0.071
H 11.47986 -28.70880 18.78417 0.406
H 13.39596 -27.30270 18.34697 0.337
H 12.29101 -26.59367 17.18272 0.280
H 12.38695 -24.44521 18.23778 0.307
H 14.75775 -23.78636 17.46306 0.377
H 14.07346 -25.04866 16.38210 0.348
H 15.30202 -25.42120 17.56680 0.337
H 14.57744 -25.45713 19.91207 0.247
H 13.08408 -24.96322 20.38883 0.279
C 3.69676 -30.91058 15.17585 -0.274
O 3.65187 -30.42695 13.86089 -0.500
C 2.57122 -29.56076 13.56152 0.121
C 2.68185 -29.16775 12.10035 1.327
C 1.62574 -28.17419 11.60081 -1.533
N 2.71752 -30.40006 11.29468 -0.856
H 4.22327 -31.86948 15.19878 0.387
H 2.68978 -31.04291 15.57404 0.176
H 4.31485 -30.28311 15.83034 -0.107
H 1.62532 -30.05809 13.80053 0.503
H 2.72630 -28.63013 14.12379 -0.307
H 3.67407 -28.70741 12.00030 -0.392
H 1.80844 -28.15305 10.52476 0.435
H 1.78356 -27.19662 12.04939 0.202
H 0.63201 -28.59805 11.74252 0.340
H 3.32288 -31.03992 11.79943 0.308
H 3.15170 -30.24506 10.39229 0.290

=====

No. 2
83
Properties=species:S:1:pos:R:3:mulliken_charge:R:1 method="wB97M-V/def2-TZVPD" total_energy_ev=-67545.246 homo_lumo_gap_ev="2.511 / 2.510" total_charge=-2 lumo_ev="4.137 / 4.137"
P 0.31725 0.14976 -0.74260 0.402
C -0.58871 1.30411 -2.07651 0.028
C -0.19960 1.24856 -3.58591 0.369
C -1.01264 2.21167 -4.47275 -1.042
C -2.52162 2.32718 -4.19401 -0.649
C -2.86436 2.27213 -2.70226 -1.081
C -2.11196 1.17644 -1.92219 -0.714
C -0.38644 -1.57825 -1.26258 0.683
C -0.62310 -1.82148 -2.77274 -0.563
C -1.12246 -3.24139 -3.07656 -1.225
C -2.34747 -3.67519 -2.24981 -0.831
C -2.25254 -3.28499 -0.77051 -0.769
C -1.69994 -1.86402 -0.53758 0.443
C 1.85042 -0.00428 -1.76283 0.360
C 2.65256 1.30398 -1.95499 -1.069
C 3.55690 1.13241 -3.20598 -0.596
C 4.53854 -0.03785 -3.07188 -0.768
C 3.87818 -1.32563 -2.57832 -0.835
C 2.90457 -1.06724 -1.40047 -0.698
H -0.27733 2.28889 -1.68973 0.803
H -0.33590 0.23490 -3.97713 0.043
H 0.87369 1.43780 -3.73628 -0.300
H -0.84504 1.93502 -5.52571 0.322
H -0.57723 3.21108 -4.35624 0.360
H -2.89107 3.27413 -4.61609 0.373
H -3.05855 1.53656 -4.73080 0.331
H -2.63278 3.24154 -2.24050 0.408
H -3.93906 2.09890 -2.57291 0.403
H -2.39537 1.21307 -0.85002 0.298
H -2.44182 0.19754 -2.30554 0.135
H 0.36871 -2.29811 -0.89750 0.683
H -0.29941 -3.94224 -2.88385 0.401
H 0.26207 -1.61388 -3.39781 0.179
H -1.38674 -1.10454 -3.09267 -0.049
H -1.34165 -3.29376 -4.15292 0.415
H -2.46357 -4.76290 -2.34142 0.401
H -3.25613 -3.24493 -2.69000 0.298
H -3.24320 -3.36020 -0.29854 0.430
H -1.60502 -4.00828 -0.25029 0.365
H -1.53323 -1.73008 0.53006 -1.489
H -2.46993 -1.12588 -0.80663 0.221
H 1.45531 -0.31260 -2.74264 -0.302
H 2.01162 2.19644 -2.02952 0.322
H 3.30637 1.47189 -1.07988 0.615
H 2.93781 0.96770 -4.09661 0.258
H 4.11430 2.06987 -3.35995 0.410
H 5.26789 0.24034 -2.31095 0.307
H 5.06120 -0.20982 -4.02188 0.370
H 4.65219 -2.01816 -2.21757 0.405
H 3.37797 -1.82210 -3.41423 0.306
H 2.45782 -2.01091 -1.06660 0.285
H 3.51959 -0.70437 -0.56353 0.516
Hf 1.06070 0.90382 1.84806 -0.322
Cl 2.09998 -1.22285 1.78013 -0.522
Cl 1.45170 3.19998 1.25823 -0.594
C -0.85706 0.74463 2.72292 -0.885
H -1.25519 1.73692 3.07537 -0.135
C -4.26552 -1.78317 2.77168 -0.785
C -4.25073 -0.51249 3.39082 -0.307
C -3.05825 0.17828 3.58386 -1.215
C -1.83027 -0.26792 2.99427 1.529
C -1.81920 -1.65836 2.61863 -0.011
C -3.03193 -2.37735 2.48305 0.003
H -5.20345 -2.27272 2.50328 0.290
H -5.18853 -0.04882 3.69186 0.324
H -3.01675 1.17137 4.02637 0.288
H -0.86795 -2.14601 2.35449 0.302
H -3.05164 -3.40453 2.09823 0.490
C 1.17460 0.15857 5.95781 -1.538
C 1.88388 1.38432 5.37517 2.302
C 1.06334 2.60073 5.79542 -1.640
C 3.27671 1.57760 5.96828 -1.988
C 1.93577 1.37974 3.81748 -0.656
H 1.09041 0.24831 7.05520 0.406
H 1.67319 -0.78951 5.72169 0.284
H 0.15718 0.10193 5.54417 0.182
H 1.04622 2.76590 6.88801 0.404
H 1.42695 3.52260 5.33316 0.321
H 0.02813 2.45918 5.48720 0.354
H 3.96190 0.76372 5.74693 0.383
H 3.74814 2.48975 5.58980 0.398
H 3.25315 1.68717 7.06337 0.415
H 2.72346 2.13036 3.58143 -0.040

=====

No. 3
19
Properties=species:S:1:pos:R:3:lowdin_spin:R:1 method="wB97M-V/def2-TZVPD" total_energy_ev=-8913.830 homo_lumo_gap_ev="10.073 / 7.103" relative_energy_ev=1.3568 total_charge=0 s_squared=0.754 lumo_ev="1.002 / -1.952" spin_multiplicity=2
C -1.34755 1.08324 1.04401 0.097
O -1.41514 -0.25692 0.81374 0.791
C -1.00775 1.40682 2.52513 0.035
H -2.26213 1.63867 0.80822 0.002
H -0.50822 1.49074 0.44958 0.055
H -0.84026 2.46785 2.72273 0.001
H -0.17188 0.79246 2.84422 0.000
H -1.89145 1.15409 3.12073 0.001
N 0.84677 -1.97311 0.29372 0.012
C 1.37301 -1.39661 -0.95457 0.001
C 0.88625 0.36644 -2.68666 0.000
C 0.45392 -0.51346 -1.78517 0.004
H 0.28239 -2.79110 0.08849 0.000
H 0.15407 -1.30986 0.67864 -0.001
H 1.67563 -2.21602 -1.61560 0.000
H 2.29259 -0.85216 -0.71515 0.000
H 0.14657 0.88198 -3.28653 0.000
H 1.94063 0.60001 -2.78549 0.000
H -0.60744 -0.57306 -1.56005 0.002

=====

No. 4
35
Properties=species:S:1:pos:R:3:lowdin_spin:R:1 method="wB97M-V/def2-TZVPD" total_energy_ev=-81094.715 homo_lumo_gap_ev="5.412 / 5.468" relative_energy_ev=0.0000 total_charge=+4 s_squared=9.358 lumo_ev="-15.372 / -15.372" spin_multiplicity=6
La -0.40226 -2.55868 -7.53271 0.000
Dy -0.42317 -0.25354 -1.55619 5.081
Cl 0.71110 -0.60517 -6.44005 0.000
Cl -1.38726 -2.25728 -2.62946 -0.009
C -0.79128 -1.40253 0.58987 -0.017
C -2.30584 -1.81517 -6.42191 0.000
C -0.99421 -3.84948 -5.68444 0.000
O -1.10752 -1.79479 1.62721 0.000
O -3.01442 -1.41821 -5.59313 0.000
O -1.45195 -4.53482 -4.86593 0.000
C 3.39675 -1.90989 2.80434 0.000
C 2.21232 -1.58310 1.93256 0.000
O 2.62978 -0.46655 1.07463 -0.004
P 1.60988 0.35082 0.09840 -0.014
O 1.81636 1.92746 0.45295 0.002
C 1.88773 2.47717 1.82155 0.000
C 0.57095 2.36282 2.54159 0.000
O -1.71848 1.13277 -0.90198 -0.036
C -2.44745 2.11540 -0.20168 -0.002
C -3.30646 1.56164 0.91651 0.000
H 4.25894 -2.19980 2.20006 0.000
H 3.13317 -2.75122 3.44671 0.000
H 3.66538 -1.05568 3.43138 0.000
H 1.91703 -2.43807 1.31036 0.000
H 1.34768 -1.27876 2.53435 0.000
H 2.69000 1.94474 2.34453 0.000
H 2.18222 3.51446 1.65962 0.000
H 0.27343 1.31625 2.67617 0.000
H 0.66327 2.82363 3.52905 0.000
H -0.21967 2.88731 1.99407 0.000
H -1.73098 2.84334 0.20241 -0.001
H -3.07377 2.63538 -0.93574 -0.001
H -2.73066 0.92994 1.60132 0.000
H -3.74479 2.39195 1.47897 0.000
H -4.11582 0.95768 0.49459 0.000